[1]
This record from the OMol25 dataset describes a cluster of 17 separate species, C35H86O17 in total. The level of theory is wB97M-V/def2-TZVPD.

Values from the calculation:
**Gap between HOMO and LUMO**: 9.60 eV
**E_LUMO**: 0.38 eV
**Net charge**: 0
**Spin multiplicity**: 1
**Energy**: -72492.4401 eV
**HOMO energy**: -9.2 eV
**Energy relative to the best compared isomer or geometry (same formula, charge and spin)**: 71.2 kJ/mol

The geometry in XYZ format:
```
138
Properties=species:S:1:pos:R:3:mulliken_charge:R:1
C -3.398 -0.509 -5.745 -0.39
O -2.870 0.699 -6.254 -0.61
H -2.673 -1.245 -5.267 0.04
H -4.171 -0.205 -5.029 0.17
H -3.831 -1.153 -6.511 0.37
H -1.964 0.534 -6.576 0.47
C 1.901 -4.770 -2.428 -0.55
O 1.655 -3.542 -3.107 -0.54
H 2.887 -4.753 -1.956 0.24
H 1.271 -4.775 -1.527 0.13
H 1.762 -5.621 -3.041 0.34
H 2.087 -2.780 -2.711 0.31
C 3.474 -2.344 0.225 -0.13
O 3.487 -2.431 -1.231 -0.34
H 4.531 -2.260 0.580 0.22
H 2.983 -1.491 0.654 -0.28
H 2.929 -3.182 0.631 0.35
H 4.158 -1.816 -1.537 0.19
C -0.099 3.989 -3.496 -0.76
O 0.014 3.195 -2.381 -0.10
H -0.740 4.815 -3.238 0.24
H 0.902 4.317 -3.735 0.29
H -0.488 3.444 -4.393 0.16
H -0.762 2.624 -2.322 0.09
C 1.788 5.523 1.147 -0.43
O 2.793 4.664 0.704 -0.53
H 0.794 5.396 0.610 0.19
H 1.591 5.481 2.204 0.04
H 2.123 6.493 0.875 0.36
H 2.756 3.790 1.100 0.29
C 3.183 0.844 3.088 -0.87
O 2.524 1.836 2.294 0.08
H 3.183 -0.138 2.559 0.03
H 4.185 1.126 3.302 0.47
H 2.754 0.640 4.079 0.38
H 1.667 1.435 2.079 0.30
C -2.071 -4.597 -3.460 -0.59
O -1.383 -3.375 -3.723 -0.20
H -2.258 -4.722 -2.405 0.18
H -2.997 -4.477 -3.984 0.26
H -1.480 -5.488 -3.916 0.22
H -0.391 -3.443 -3.516 0.19
C -3.777 2.936 -3.178 -0.76
O -2.634 2.140 -3.386 -0.03
H -3.692 3.298 -2.155 0.22
H -3.820 3.866 -3.829 0.28
H -4.711 2.382 -3.286 0.27
H -2.563 1.853 -4.300 0.11
C -1.293 -0.565 -0.150 0.37
C 0.047 0.061 0.178 0.08
O 0.228 0.473 1.343 -0.20
C 1.051 0.227 -0.876 1.33
H -2.019 -0.425 0.699 -0.22
H -1.273 -1.602 -0.490 -0.22
H -1.695 -0.032 -1.038 0.21
H 0.796 1.098 -1.507 -0.14
H 1.118 -0.691 -1.477 -0.29
H 2.017 0.343 -0.401 -1.02
C -1.810 4.953 4.110 -1.52
C -0.884 3.839 3.671 0.94
O -1.149 3.238 2.627 -0.44
C 0.484 3.709 4.382 -0.88
H -1.262 5.919 3.881 0.36
H -1.894 4.887 5.210 0.39
H -2.797 4.997 3.629 0.29
H 0.956 2.747 4.147 -0.09
H 0.356 3.926 5.428 0.44
H 1.182 4.451 3.948 0.35
C -4.435 -1.180 -1.681 0.27
C -5.662 -1.967 -1.923 0.61
O -6.231 -1.981 -2.981 -0.59
C -6.191 -2.736 -0.738 -1.14
H -4.604 -0.526 -0.802 0.06
H -4.058 -0.679 -2.526 0.03
H -3.638 -1.812 -1.293 -0.19
H -7.025 -3.339 -1.123 0.37
H -6.510 -2.112 0.057 0.32
H -5.517 -3.489 -0.368 0.21
C 2.049 -0.129 -6.757 -1.27
C 0.682 0.043 -6.129 0.85
O -0.257 0.064 -6.915 -0.68
C 0.470 0.097 -4.667 -0.01
H 1.839 -0.033 -7.835 0.38
H 2.321 -1.125 -6.687 0.33
H 2.876 0.517 -6.486 0.34
H 0.694 -0.721 -4.016 0.03
H -0.537 0.193 -4.398 -0.14
H 0.932 1.058 -4.259 0.04
C 5.872 -4.528 3.454 -1.13
C 5.655 -3.061 3.758 0.89
O 4.572 -2.682 4.186 -0.57
C 6.781 -2.115 3.603 -1.10
H 6.175 -5.116 4.307 0.37
H 6.643 -4.663 2.638 0.29
H 4.921 -5.018 3.157 0.31
H 6.375 -1.164 3.879 0.25
H 7.287 -2.106 2.615 0.33
H 7.546 -2.443 4.307 0.37
C 4.498 2.352 -2.253 -0.92
C 4.542 1.529 -1.027 0.89
O 4.266 0.363 -1.087 -0.49
C 5.100 2.218 0.204 -1.01
H 4.580 3.480 -2.054 0.30
H 3.542 2.239 -2.721 0.12
H 5.291 1.951 -2.863 0.32
H 4.735 1.653 1.084 -0.08
H 4.890 3.277 0.181 0.39
H 6.180 2.195 0.174 0.44
C -3.822 2.254 1.154 -0.58
C -4.046 1.164 2.198 0.90
O -3.979 -0.020 1.935 -0.50
C -4.422 1.560 3.621 -1.18
H -3.744 1.795 0.198 -0.07
H -2.924 2.862 1.383 0.05
H -4.560 2.972 1.211 0.64
H -3.634 2.135 4.127 0.10
H -4.549 0.526 4.060 0.29
H -5.399 2.062 3.747 0.44
C -0.581 -0.355 6.865 -1.31
C -1.088 0.537 5.745 0.56
O -1.284 1.736 5.888 -0.58
C -1.471 -0.149 4.444 -0.66
H 0.335 -0.008 7.317 0.33
H -0.646 -1.418 6.622 0.32
H -1.338 -0.220 7.626 0.37
H -1.747 0.510 3.663 -0.09
H -2.131 -1.001 4.579 0.66
H -0.568 -0.529 4.035 0.33
C -0.536 -3.180 1.883 -0.44
C -1.676 -3.532 0.995 0.92
O -1.512 -3.719 -0.223 -0.48
C -3.071 -3.675 1.594 -1.15
H -0.244 -3.979 2.538 0.64
H -0.820 -2.325 2.495 -0.12
H 0.319 -2.961 1.274 -0.19
H -2.956 -3.709 2.663 0.41
H -3.508 -4.608 1.213 0.39
H -3.823 -2.986 1.316 0.05
```


[2]
This record from the OMol25 dataset describes a cluster of 7 separate species, C35H87N5O2 in total. The level of theory is wB97M-V/def2-TZVPD.

Values from the calculation:
**Gap between HOMO and LUMO**: 8.54 eV
**E_LUMO**: 0.65 eV
**Net charge**: 0
**Spin multiplicity**: 1
**Energy**: -49245.8790 eV
**Structure (SMILES)**: CCN(CC)CC.CCN(CC)CC.CCN(CC)CC.CCN(CC)CC.CCN(CC)CC.C1CCOC1.CO
**HOMO energy**: -7.9 eV

The geometry in XYZ format:
```
129
Properties=species:S:1:pos:R:3:mulliken_charge:R:1
C -3.230 6.538 5.709 -1.29
C -2.414 5.198 5.756 -0.58
N -2.879 4.295 4.706 0.13
C -1.847 3.237 4.658 -0.78
C -2.215 2.124 3.643 -0.87
C -4.228 3.764 4.976 -0.81
C -4.367 2.944 6.265 -1.00
H -2.719 7.301 6.297 0.44
H -4.219 6.336 6.122 0.27
H -3.281 6.928 4.692 0.28
H -1.377 5.524 5.683 0.48
H -2.346 4.802 6.769 0.34
H -0.977 3.762 4.261 0.37
H -1.626 2.849 5.652 0.42
H -3.118 1.544 3.837 0.30
H -2.236 2.633 2.680 0.21
H -1.397 1.406 3.591 0.25
H -4.571 3.189 4.116 0.39
H -5.031 4.499 4.912 0.48
H -5.428 2.744 6.409 0.41
H -3.959 3.481 7.122 0.26
H -3.830 1.998 6.183 0.24
C 1.282 -4.055 -0.070 -0.34
C 1.860 -5.397 0.530 -0.78
N 0.887 -6.488 0.284 0.10
C 0.555 -6.686 -1.102 -0.49
C 1.825 -6.811 -2.016 -0.95
C 1.146 -7.721 1.108 -0.33
C -0.037 -8.718 1.031 -1.29
H 0.460 -3.634 0.509 0.23
H 0.934 -4.074 -1.103 0.24
H 2.012 -3.246 -0.057 -0.15
H 2.880 -5.557 0.180 0.32
H 1.855 -5.216 1.604 0.46
H -0.024 -7.597 -1.257 0.29
H -0.173 -5.959 -1.462 0.13
H 1.564 -7.200 -3.000 0.40
H 2.252 -5.819 -2.159 0.23
H 2.570 -7.454 -1.546 0.26
H 1.361 -7.401 2.128 0.38
H 1.987 -8.145 0.559 0.24
H -0.119 -9.486 1.801 0.41
H -0.185 -9.209 0.069 0.30
H -0.968 -8.245 1.342 0.35
C 4.048 5.825 0.199 -1.42
C 2.999 4.790 0.510 -0.23
N 1.652 5.169 -0.058 0.13
C 0.631 4.484 0.771 -0.45
C -0.765 4.934 0.462 -1.16
C 1.506 5.026 -1.536 -1.21
C 1.481 3.625 -2.032 -0.52
H 4.839 5.865 0.948 0.41
H 3.488 6.759 0.138 0.32
H 4.598 5.524 -0.693 0.32
H 3.305 3.866 0.021 0.09
H 2.924 4.653 1.589 0.48
H 0.674 3.405 0.617 0.34
H 0.835 4.622 1.832 0.51
H -1.308 4.176 -0.104 0.03
H -1.282 5.113 1.405 0.20
H -0.627 5.846 -0.118 0.50
H 2.341 5.582 -1.964 0.43
H 0.595 5.463 -1.947 0.40
H 0.713 2.988 -1.593 0.09
H 2.467 3.206 -1.829 0.23
H 1.528 3.635 -3.121 0.50
C -1.683 -0.080 -5.253 -1.19
C -0.342 -0.071 -5.932 -0.51
N 0.679 -0.433 -4.959 0.41
C 0.612 0.245 -3.601 -0.92
C 1.017 -0.633 -2.435 -0.30
C 2.026 -0.476 -5.473 -0.39
C 2.370 -1.717 -6.344 -1.38
H -1.734 -0.829 -4.464 0.20
H -2.467 -0.240 -5.993 0.46
H -1.828 0.944 -4.908 0.28
H -0.272 -0.715 -6.809 0.42
H -0.096 0.957 -6.198 0.36
H -0.383 0.602 -3.332 0.36
H 1.269 1.088 -3.814 0.37
H 0.586 -1.633 -2.488 0.23
H 0.735 -0.146 -1.501 -0.19
H 2.105 -0.698 -2.435 0.13
H 2.297 0.405 -6.055 0.36
H 2.784 -0.617 -4.703 0.22
H 1.880 -1.877 -7.304 0.37
H 3.386 -1.595 -6.717 0.43
H 2.309 -2.647 -5.778 0.30
C -3.194 -1.651 2.662 -0.82
C -4.159 -1.146 1.613 -0.75
N -3.589 -0.602 0.340 0.64
C -2.685 -1.608 -0.324 -0.22
C -3.431 -2.812 -1.038 -1.58
C -4.520 0.064 -0.561 -0.76
C -3.866 0.832 -1.705 -0.73
H -2.391 -2.241 2.218 0.22
H -3.846 -2.259 3.289 0.39
H -2.828 -0.859 3.316 0.07
H -4.960 -1.806 1.280 0.50
H -4.701 -0.358 2.136 0.38
H -2.059 -1.095 -1.054 0.20
H -1.889 -1.850 0.380 0.03
H -2.635 -3.436 -1.443 0.39
H -4.047 -3.497 -0.455 0.32
H -3.951 -2.471 -1.933 0.34
H -5.120 0.729 0.061 0.42
H -5.246 -0.704 -0.827 0.44
H -4.568 1.392 -2.323 0.45
H -3.292 0.104 -2.278 -0.01
H -3.122 1.517 -1.300 0.11
C 5.196 -0.748 0.438 -0.64
C 5.733 -0.227 -0.894 -0.32
C 6.135 -1.452 -1.706 -0.52
O 5.482 -2.529 -1.038 -0.49
C 4.585 -2.021 -0.074 0.66
H 4.456 -0.133 0.951 0.28
H 6.006 -0.894 1.153 0.31
H 6.466 0.575 -0.805 0.44
H 4.831 0.214 -1.318 -0.03
H 7.225 -1.466 -1.688 0.31
H 5.992 -1.312 -2.778 0.29
H 4.341 -2.804 0.645 0.38
H 3.642 -1.712 -0.525 -0.68
C 0.587 0.040 1.283 -0.74
O -0.271 0.986 0.725 0.28
H 1.567 0.056 0.807 0.20
H 0.578 0.104 2.371 0.30
H 0.144 -0.911 0.986 0.07
H -1.114 0.618 0.999 -0.08
```